Model i:
This record from the OMol25 dataset describes a molecular structure, C5H11N4. The level of theory is wB97M-V/def2-TZVPD.

```
! RIJCOSX wB97M-V def2-TZVPD def2/J DEFGRID3
* xyz 1 3
N -2.38 2.60 0.32
N -1.23 0.90 1.23
N -1.06 0.89 -0.12
N 1.01 -0.99 -0.51
C -1.67 1.95 -0.63
C 0.03 -0.38 -1.15
C -2.05 1.96 1.46
C 2.30 -0.36 -0.29
C 0.85 -2.24 0.20
H 0.38 0.31 -1.98
H -1.23 0.17 1.86
H 3.20 -0.62 -0.94
H -1.72 2.15 -1.67
H -0.07 -2.41 0.61
H 0.92 -3.06 -0.54
H 2.67 -0.52 0.66
H -2.58 2.15 2.38
H 1.47 -2.25 1.02
H 2.02 0.72 -0.60
H -0.86 -0.97 -1.32
*
```

Computed properties:
highest occupied orbital energy (alpha / beta): -8.61 / -13.83 eV
⟨S²⟩: 2.02
LUMO energy (alpha / beta): -3.70 / -8.31 eV

=====

Model ii:
This record from the OMol25 dataset describes 2 unconnected molecules or ions with the total composition C5H11N4. The level of theory is wB97M-V/def2-TZVPD.

```
! RIJCOSX wB97M-V def2-TZVPD def2/J DEFGRID3
* xyz 1 3
N -1.09 0.84 -1.70
N 1.36 0.93 1.08
N -1.44 1.28 0.60
N 0.76 0.58 -0.16
C 1.73 -0.02 -0.95
C 2.63 0.55 1.01
C -0.66 0.70 -0.40
C -1.27 -1.84 0.26
C 2.94 0.02 -0.21
H 3.83 -0.46 -0.59
H 0.81 1.28 1.99
H 3.47 0.74 1.74
H -0.28 -1.97 0.57
H -1.63 -2.13 -0.71
H 1.58 -0.41 -1.89
H -2.40 0.96 0.52
H -0.50 0.92 -2.47
H -2.03 1.28 -1.97
H -1.96 -1.75 1.11
H -1.44 2.30 0.43
*
```

Computed properties:
highest occupied orbital energy (alpha / beta): -10.32 / -14.35 eV
⟨S²⟩: 2.02
LUMO energy (alpha / beta): -3.19 / -4.49 eV

=====

Most stable to least stable, the ends of the list are model ii and model i.

=====

Model i:
This record from the OMol25 dataset describes a molecular structure, C3H9NS2. The level of theory is wB97M-V/def2-TZVPD.

```
! RIJCOSX wB97M-V def2-TZVPD def2/J DEFGRID3
* xyz 0 1
S -1.19 -0.65 0.35
S 0.30 0.68 2.22
N -0.06 -0.79 -0.75
C 1.90 -0.10 2.06
C 0.80 -1.97 -0.83
C 0.18 0.26 -1.72
H 0.06 1.24 -1.31
H 2.66 0.77 2.37
H 1.77 -1.85 -1.45
H -0.43 -0.05 -2.60
H 1.22 0.24 -2.09
H 0.40 -3.01 -1.16
H 1.12 -2.20 0.22
H 2.02 -0.21 0.93
H 2.00 -0.98 2.52
*
```

Computed properties:
highest occupied orbital energy (alpha / beta): -8.13 / -8.10 eV
LUMO energy (alpha / beta): -0.87 / -0.89 eV

=====

Model ii:
This record from the OMol25 dataset describes C3H9NS2 in the gas phase. The level of theory is wB97M-V/def2-TZVPD.

```
! RIJCOSX wB97M-V def2-TZVPD def2/J DEFGRID3
* xyz 0 1
S -1.75 -1.76 1.14
S -2.74 -1.76 -0.64
N 1.24 0.74 0.04
C 0.00 -1.27 0.73
C 1.00 2.18 0.00
C 0.03 -0.08 -0.21
H 0.17 2.42 -0.69
H 0.66 2.54 0.97
H 0.39 -1.04 1.71
H 1.98 0.42 -0.56
H -2.58 -3.04 -1.02
H 0.42 -2.18 0.32
H 0.11 -0.49 -1.22
H -0.81 0.61 -0.22
H 1.88 2.72 -0.33
*
```

Computed properties:
highest occupied orbital energy: -8.59 eV
LUMO energy: 0.63 eV

=====

Model iii:
This record from the OMol25 dataset describes 2 unconnected molecules or ions with the total composition C3H9NS2. The level of theory is wB97M-V/def2-TZVPD.

```
! RIJCOSX wB97M-V def2-TZVPD def2/J DEFGRID3
* xyz 0 1
S -2.65 -2.01 -1.17
S -1.50 -3.27 -0.02
N 1.41 0.85 -0.29
C 2.32 0.05 0.06
C -1.88 -0.37 -0.93
C 1.08 1.89 0.69
H -2.22 0.15 -0.03
H 2.99 0.27 0.91
H 1.88 2.51 1.13
H 0.34 2.54 0.26
H 2.50 -0.85 -0.48
H 0.66 1.46 1.59
H -0.80 -0.57 -1.09
H -1.94 -2.83 1.21
H -2.20 0.18 -1.83
*
```

Computed properties:
highest occupied orbital energy: -8.72 eV
LUMO energy: 0.62 eV

=====

Most stable to least stable, the ends of the list are model ii and model i.

=====

Model i:
This record from the OMol25 dataset describes C3H9NS2 in the gas phase. The level of theory is wB97M-V/def2-TZVPD.

```
! RIJCOSX wB97M-V def2-TZVPD def2/J DEFGRID3
* xyz 0 1
S 0.06 1.89 -0.15
S 0.29 1.01 1.79
N -1.46 -0.62 -0.95
C -0.72 -0.58 1.45
C 1.76 1.63 -0.71
C -0.56 -1.12 0.06
H -0.88 -0.56 -1.85
H 2.36 1.96 0.12
H 0.47 -1.08 -0.31
H -0.39 -1.37 2.22
H 1.90 0.53 -0.75
H 1.92 2.07 -1.76
H -2.16 -1.39 -1.10
H -0.88 -2.15 0.17
H -1.72 -0.22 1.76
*
```

Computed properties:
highest occupied orbital energy: -8.24 eV
LUMO energy: 0.67 eV

=====

Model ii:
This record from the OMol25 dataset describes 4 unconnected molecules or ions with the total composition C3H9NS2. The level of theory is wB97M-V/def2-TZVPD.

```
! RIJCOSX wB97M-V def2-TZVPD def2/J DEFGRID3
* xyz 0 1
S -3.46 -1.14 0.84
S 2.43 -0.15 0.78
N 0.78 0.39 -1.54
C -0.55 -0.71 0.54
C -0.39 0.23 -0.68
C -0.57 0.96 0.53
H 0.23 1.43 1.17
H 0.10 -1.99 -0.30
H -1.58 -1.16 0.48
H 3.64 -0.14 0.23
H -1.20 0.17 -1.37
H -1.50 1.47 0.78
H -0.10 -0.81 1.51
H 1.66 0.22 -0.93
H 0.51 1.22 -2.05
*
```

Computed properties:
highest occupied orbital energy: -7.87 eV
LUMO energy: -3.79 eV

=====

Model iii:
This record from the OMol25 dataset describes 2 unconnected molecules or ions with the total composition C3H9NS2. The level of theory is wB97M-V/def2-TZVPD.

```
! RIJCOSX wB97M-V def2-TZVPD def2/J DEFGRID3
* xyz 0 1
S -2.68 -0.38 -2.41
S -4.55 -0.08 -1.58
N 3.82 -0.81 1.11
C 4.54 -1.60 2.17
C -5.15 1.53 -2.17
C 2.88 -0.09 1.55
H -5.92 1.38 -2.93
H -5.35 2.14 -1.30
H -4.33 1.99 -2.71
H 2.28 0.50 0.85
H 5.28 -2.14 1.58
H 2.54 -0.10 2.58
H 3.85 -2.33 2.59
H 5.05 -0.88 2.80
H -2.25 0.86 -2.13
*
```

Computed properties:
highest occupied orbital energy: -8.46 eV
LUMO energy: 0.57 eV

=====

Most stable to least stable, the ends of the list are model i and model ii.

=====

Model i:
This record from the OMol25 dataset describes 3 unconnected molecules or ions with the total composition C3H9NS2. The level of theory is wB97M-V/def2-TZVPD.

```
! RIJCOSX wB97M-V def2-TZVPD def2/J DEFGRID3
* xyz 0 1
S -3.66 0.19 0.03
S 3.11 0.40 -0.35
N -0.45 -0.26 1.57
C 0.38 -0.41 -0.79
C 1.81 -0.83 -0.46
C -0.63 0.15 0.19
H 2.05 -1.52 -1.29
H 0.14 0.45 1.99
H 1.92 -1.39 0.49
H -1.31 -0.61 1.95
H -0.72 1.21 0.06
H 1.94 1.69 0.70
H -0.11 -1.25 -1.33
H -1.69 0.02 -0.17
H 0.46 0.43 -1.49
*
```

Computed properties:
highest occupied orbital energy: -9.35 eV
LUMO energy: -3.27 eV

=====

Model ii:
This record from the OMol25 dataset describes 3 unconnected molecules or ions with the total composition C3H9NS2. The level of theory is wB97M-V/def2-TZVPD.

```
! RIJCOSX wB97M-V def2-TZVPD def2/J DEFGRID3
* xyz 0 1
S -3.86 0.77 0.88
S 3.66 0.44 1.25
N -1.72 -0.87 0.20
C -0.89 0.30 -0.20
C 1.65 -0.22 -0.78
C 0.57 0.12 0.23
H -1.02 0.52 -1.28
H -2.44 -0.55 0.90
H 0.59 -0.59 1.06
H -2.33 -1.27 -0.51
H 0.91 1.02 0.76
H 1.95 0.65 -1.34
H -1.46 1.14 0.21
H 2.62 -0.29 -0.13
H 1.77 -1.18 -1.24
*
```

Computed properties:
highest occupied orbital energy: -9.41 eV
LUMO energy: -3.29 eV

=====

Most stable to least stable, the ends of the list are model i and model ii.

=====

Model i:
This record from the OMol25 dataset describes C4H9NOS2 in the gas phase. The level of theory is wB97M-V/def2-TZVPD.

```
! RIJCOSX wB97M-V def2-TZVPD def2/J DEFGRID3
* xyz 0 1
S -0.40 -1.71 2.10
S -0.50 -0.43 -2.00
O -0.55 0.51 0.62
N 1.50 -0.21 1.35
C -0.33 0.83 -0.69
C 0.22 -0.47 1.24
C -2.25 -1.35 -1.68
C 2.00 1.15 1.03
H -2.38 -2.18 -2.39
H 2.54 1.83 1.92
H 2.54 0.77 0.09
H -2.39 -1.66 -0.71
H -1.01 1.71 -0.79
H -2.98 -0.54 -1.81
H 2.14 -0.87 1.67
H 0.98 1.62 0.74
H 0.87 0.99 -0.69
*
```

Computed properties:
highest occupied orbital energy: -8.34 eV
LUMO energy: 0.59 eV

=====

Model ii:
This record from the OMol25 dataset describes 2 unconnected molecules or ions with the total composition C4H9NOS2. The level of theory is wB97M-V/def2-TZVPD.

```
! RIJCOSX wB97M-V def2-TZVPD def2/J DEFGRID3
* xyz 0 1
S 3.35 -0.98 -0.47
S 1.94 1.46 0.77
O 0.04 -2.03 0.71
N -1.09 -0.21 -0.21
C 2.08 0.25 -0.51
C -0.11 -1.03 0.06
C -0.94 1.11 -0.81
C -2.32 -0.54 0.49
H -2.69 0.30 1.24
H 0.03 1.17 -1.36
H -0.77 1.92 -0.16
H -1.63 1.37 -1.64
H -1.97 -1.34 1.16
H 1.86 0.64 -1.53
H -3.07 -1.04 -0.01
H 2.45 0.73 1.69
H 2.83 -1.76 0.57
*
```

Computed properties:
highest occupied orbital energy (alpha / beta): -7.47 / -7.40 eV
LUMO energy (alpha / beta): 0.14 / 0.47 eV

=====

Model iii:
This record from the OMol25 dataset describes C4H9NOS2 in the gas phase. The level of theory is wB97M-V/def2-TZVPD.

```
! RIJCOSX wB97M-V def2-TZVPD def2/J DEFGRID3
* xyz 0 1
S 1.23 2.07 -1.58
S 0.10 3.51 -1.00
O -1.05 1.19 0.63
N -0.97 -0.93 1.50
C -0.55 0.05 0.50
C 0.42 0.51 -1.95
C 0.05 -1.72 2.05
C 0.31 -0.34 -0.62
H -1.63 -0.59 2.14
H -0.06 -1.32 -0.86
H -0.54 3.82 -2.12
H 1.28 -0.87 -0.25
H 0.14 -1.51 3.09
H 1.01 -1.71 1.56
H 1.17 0.14 -2.60
H -0.62 0.56 -2.55
H -0.31 -2.84 2.06
*
```

Computed properties:
highest occupied orbital energy: -8.34 eV
LUMO energy: 0.73 eV

=====

Most stable to least stable, the ends of the list are model iii and model ii.